12
Properties=species:S:1:pos:R:3 method="wB97M-V/def2-TZVPD" e_lumo_ev="-0.54 / -0.86" relative_energy_kcal_mol=69.75 orbital_gap_ev="8.0 / 7.4" homo_energy_ev="-8.57 / -8.22"
C -1.663 1.033 -0.571
C 2.459 -0.864 -0.063
N -0.723 0.618 0.404
S -1.170 -0.050 1.779
S 0.825 -1.073 -0.755
H -1.159 1.111 -1.534
H -2.540 0.378 -0.660
H -2.004 2.035 -0.278
H 2.406 -0.879 1.022
H 2.901 0.060 -0.422
H 3.037 -1.718 -0.415
H -2.369 -0.649 1.492